No. 1
Density functional theory data (wB97M-V/def2-TZVPD) for a structure of composition C5H11NO.

Results
energy relative to the best compared isomer or geometry (same formula, charge and spin): 132.3 kcal/mol
calculated total energy: -8895.96096 eV
Kohn-Sham gap: 7.61 eV
HOMO level: -6.798 eV
max |F|: 0.0078 hartree/bohr

Structure (ORCA input):
```
! RIJCOSX wB97M-V def2-TZVPD def2/J DEFGRID3
* xyz 0 1
C 2.93575 0.50603 -0.41003
O 1.89398 0.78510 0.48577
C 0.79757 -0.04737 0.26658
C -0.36993 0.06365 1.26224
N -1.10702 -0.53160 0.10086
C -2.54441 -0.71398 0.00540
C -0.28559 0.34026 -0.79080
H 3.81751 1.06742 -0.08619
H 2.68319 0.82181 -1.43615
H 3.16630 -0.56783 -0.43253
H -0.20829 -1.29797 0.04601
H -0.38986 -0.54898 2.16828
H -0.76733 1.07303 1.45245
H -3.06453 0.23912 0.14024
H -2.87442 -1.41715 0.77434
H -2.78871 -1.11838 -0.98032
H -0.67490 1.36847 -0.74506
H -0.21929 -0.02164 -1.82107
*
```

No. 2
Density functional theory data (wB97M-V/def2-TZVPD) for the molecule C3H6ClNO.

Results
energy relative to the best compared isomer or geometry (same formula, charge and spin): 11.4 kcal/mol
calculated total energy: -19268.27343 eV
SMILES string: C[C@@H](Cl)C(N)=O
Kohn-Sham gap: 10.86 eV
HOMO level: -10.142 eV
max |F|: 0.0392 hartree/bohr

Structure (ORCA input):
```
! RIJCOSX wB97M-V def2-TZVPD def2/J DEFGRID3
* xyz 0 1
C -0.16833 -0.58007 -1.46531
C -0.38082 0.54164 -0.45500
Cl -2.06943 1.26063 -0.51543
C -0.22259 0.13133 1.01469
N 1.10839 0.31954 1.58788
O -1.13336 -0.20209 1.72901
H 0.25668 -0.14953 -2.38519
H -1.11740 -1.11746 -1.60575
H 0.62758 -1.25719 -1.14314
H 0.38887 1.28895 -0.63362
H 1.02283 0.17338 2.62117
H 1.68759 -0.40913 1.25067
*
```

No. 3
Density functional theory data (wB97M-V/def2-TZVPD) for the molecule C4H11OP.

Results
energy relative to the best compared isomer or geometry (same formula, charge and spin): 72.3 kcal/mol
calculated total energy: -15656.50829 eV
Kohn-Sham gap (spin up / spin down): 4.15 / 9.16 eV
HOMO level (spin up / spin down): -3.314 / -10.879 eV
max |F|: 0.1185 hartree/bohr

Structure (ORCA input):
```
! RIJCOSX wB97M-V def2-TZVPD def2/J DEFGRID3
* xyz 0 3
C 2.37481 0.36170 -0.71007
C -1.88890 0.87480 0.15309
C 0.55928 -1.78400 0.70275
C -0.95468 0.07600 -0.78959
O 0.62706 0.85365 1.35701
P 0.71612 -0.07171 -0.01150
H 2.36194 1.42363 -0.49681
H 2.37700 0.11711 -1.75327
H -1.49357 1.78086 0.26236
H -2.85989 0.82659 -0.36041
H -1.96227 0.40720 1.01673
H 0.48792 -2.43160 -0.32420
H 1.33165 -2.17174 1.30730
H -0.31233 -1.85697 1.22479
H -0.71175 0.68704 -1.72979
H -1.33127 -0.85513 -1.02832
H 0.67888 1.76255 1.17993
*
```

No. 4
Density functional theory data (wB97M-V/def2-TZVPD) for a structure of composition C33H41N7PtS2Te.

Results
energy relative to the best compared isomer or geometry (same formula, charge and spin): 8.2 kcal/mol
calculated total energy: -77528.76196 eV
Kohn-Sham gap: 7.13 eV
HOMO level: -6.483 eV
max |F|: 0.0068 hartree/bohr

Structure (ORCA input):
```
! RIJCOSX wB97M-V def2-TZVPD def2/J DEFGRID3
* xyz 0 1
Pt 1.37177 -1.35036 -0.93947
C -0.48558 -6.87935 2.77982
C -0.01376 -5.50299 2.39245
C 1.10126 -4.91702 2.99411
C 1.58238 -3.69030 2.58348
C 0.95926 -2.95954 1.56122
N 1.47366 -1.78362 1.06143
C 1.94335 -0.80602 1.91801
C 1.33126 -0.55436 3.15519
C 1.72835 0.48258 3.97583
C 2.74557 1.35554 3.59596
C 3.13872 2.53626 4.44374
C 3.35910 1.11847 2.37834
C 2.99716 0.04507 1.57368
N 3.76728 -0.17841 0.39282
C 5.08734 0.06454 0.25016
C 5.45525 -0.30606 -1.01902
C 4.28324 -0.78962 -1.60518
N 3.27430 -0.70716 -0.74675
C -0.20088 -3.52119 1.01900
C -0.64928 -4.78234 1.39643
N -1.01514 -2.76092 0.12305
C -2.36056 -2.80686 0.07721
C -2.77627 -2.12497 -1.04209
C -1.59773 -1.67761 -1.64142
N -0.54158 -2.06710 -0.94011
H -0.17883 -7.12579 3.79614
H -0.06963 -7.64123 2.11673
H -1.57210 -6.95727 2.72781
H 1.62057 -5.45031 3.78252
H 2.47231 -3.27415 3.03897
H 0.51162 -1.19578 3.45465
H 1.21704 0.63734 4.91963
H 2.75916 2.43103 5.45998
H 2.73751 3.46583 4.03388
H 4.22296 2.64339 4.49973
H 4.13221 1.79539 2.03343
H 5.66604 0.44504 1.07227
H 6.43575 -0.25352 -1.45649
H 4.11070 -1.19203 -2.58749
H -1.51758 -5.20130 0.90052
H -2.91389 -3.32033 0.84342
H -3.78702 -1.96689 -1.37279
H -1.44541 -1.09509 -2.53502
C -0.11310 3.85039 2.85861
C -1.46713 4.48444 2.54474
C -1.87510 4.46658 1.06694
C -2.57077 3.19178 0.59222
N -1.68408 2.03075 0.43840
C -0.78464 1.98791 -0.61207
S 0.85878 1.88356 -0.33311
N -1.27627 1.97359 -1.86188
C -2.60157 1.55500 -2.30715
C -3.13317 2.38911 -3.46946
C -3.53106 3.83458 -3.16398
C -2.36548 4.80046 -2.96526
H 0.15791 4.02638 3.90170
H 0.66923 4.27533 2.22630
H -0.08764 2.77214 2.69580
H -1.44217 5.52390 2.88008
H -2.25180 4.00047 3.13732
H -0.99700 4.64801 0.43829
H -2.56750 5.29272 0.87953
H -3.05432 3.38820 -0.35854
H -3.35728 2.91449 1.29885
H -1.17960 1.83800 1.29211
H -0.54833 1.88931 -2.55981
H -3.28651 1.56208 -1.46387
H -2.53296 0.51456 -2.63798
H -4.00607 1.85979 -3.86068
H -2.38936 2.37750 -4.27405
H -4.18826 3.85185 -2.28837
H -4.14350 4.19562 -3.99413
H -1.75309 4.53665 -2.10431
H -2.72695 5.82015 -2.82305
H -1.71308 4.79849 -3.84141
Te 1.24295 -0.49615 -3.40721
C 0.60810 -2.26815 -4.35291
C -0.05480 -2.40234 -5.54028
C -0.29473 -3.76105 -5.90200
C 0.18630 -4.63772 -4.98036
S 0.93448 -3.81306 -3.67549
H -0.36296 -1.55637 -6.13974
H -0.80736 -4.06555 -6.80396
H 0.12998 -5.71441 -4.99560
*
```

No. 5
Density functional theory data (wB97M-V/def2-TZVPD) for the ion C4H8N with charge +1.

Results
energy relative to the best compared isomer or geometry (same formula, charge and spin): 26.2 kcal/mol
calculated total energy: -5758.72837 eV
SMILES string: C=[NH+]C(=C)C
Kohn-Sham gap: 8.45 eV
HOMO level: -14.530 eV
max |F|: 0.0988 hartree/bohr

Structure (ORCA input):
```
! RIJCOSX wB97M-V def2-TZVPD def2/J DEFGRID3
* xyz 1 1
C 0.47122 1.94648 0.42238
N 0.48342 0.87652 -0.41280
C -0.05579 -0.46060 -0.27786
C 0.38090 -1.38103 -1.27665
C -0.79078 -0.70252 0.99439
H 0.65024 2.98075 0.05034
H -0.17850 1.66906 1.26481
H 1.08600 0.90099 -1.26098
H 0.90950 -1.04054 -2.18805
H 0.24998 -2.45189 -1.05477
H -1.60121 0.04425 1.18975
H -0.19972 -0.79041 1.85628
H -1.40524 -1.59104 0.69315
*
```

No. 6
Density functional theory data (wB97M-V/def2-TZVPD) for a cluster of 2 separate species, C4H10O3 in total.

Results
energy relative to the best compared isomer or geometry (same formula, charge and spin): 21.4 kcal/mol
calculated total energy: -10452.31653 eV
SMILES string: CCC(=O)OC.O
Kohn-Sham gap: 11.06 eV
HOMO level: -10.287 eV
max |F|: 0.0862 hartree/bohr

Structure (ORCA input):
```
! RIJCOSX wB97M-V def2-TZVPD def2/J DEFGRID3
* xyz 0 1
C -0.32782 -0.70754 0.90204
C -0.15184 -0.95685 -0.61555
C 0.44630 0.27590 -1.29992
O 1.67997 0.52467 -1.25088
O -0.53728 1.05770 -1.89499
C -0.13898 2.20868 -2.60093
H 0.63691 -0.89004 1.40464
H -1.09205 -1.35707 1.36103
H -0.61612 0.34451 1.06536
H 0.42970 -1.89353 -0.71508
H -1.16031 -1.14079 -1.03341
H 0.47841 1.85830 -3.44513
H 0.45947 2.90897 -1.99425
H -1.01170 2.74953 -3.00399
O 0.53589 -1.78508 4.07256
H 0.62301 -1.99709 5.02949
H -0.25364 -1.20025 4.01896
*
```

No. 7
Density functional theory data (wB97M-V/def2-TZVPD) for a structure of composition C41H34ClIN4NiO2Sb2.

Results
calculated total energy: -127864.08272 eV
Kohn-Sham gap (spin up / spin down): 7.22 / 7.25 eV
HOMO level (spin up / spin down): -7.774 / -7.882 eV
max |F|: 0.0308 hartree/bohr

Structure (ORCA input):
```
! RIJCOSX wB97M-V def2-TZVPD def2/J DEFGRID3
* xyz 0 3
Ni 0.45670 0.87410 0.18020
Cl -3.43730 1.65090 6.29550
C -2.68130 1.77970 4.74120
C -2.39220 3.05000 4.21560
C -1.77280 3.16810 3.00610
C -1.40750 2.02890 2.22870
O -0.84350 2.18260 1.09900
C -1.72130 0.74350 2.79070
C -1.39260 -0.44550 2.09530
O -0.85450 -0.54590 0.98110
C -2.35420 0.65070 4.04600
H -2.66630 3.92750 4.78350
H -1.53680 4.14140 2.60130
H -1.66540 -1.37790 2.61430
H -2.57180 -0.32700 4.45210
C -3.20030 -1.33620 -1.20820
C -3.63150 -0.26090 -2.19470
C -3.19190 1.13350 -1.78790
Sb -1.04840 1.50200 -1.81360
C -0.64380 1.07240 -3.88710
C 0.61880 0.62530 -4.23950
C 0.93680 0.36340 -5.56090
C -0.02610 0.54150 -6.54160
C -1.28810 0.99470 -6.19580
C -1.59560 1.26560 -4.87400
C -1.29640 3.64870 -2.05460
C -1.99140 4.38120 -1.10280
C -2.16430 5.74550 -1.26350
C -1.64030 6.38460 -2.37490
C -0.94130 5.65780 -3.32390
C -0.76210 4.29440 -3.15980
Sb -1.11500 -1.88570 -1.57180
C -0.96420 -3.59620 -0.24530
C -1.63930 -3.68010 0.96150
C -1.42490 -4.74850 1.81830
C -0.56360 -5.76650 1.45160
C 0.07980 -5.71050 0.22700
C -0.10100 -4.61950 -0.60600
C -1.65470 -3.14240 -3.27100
C -1.04670 -2.91560 -4.49390
C -1.35900 -3.69990 -5.59120
C -2.29090 -4.71570 -5.47040
C -2.89930 -4.95010 -4.24790
C -2.57790 -4.16870 -3.15150
H -3.80270 -2.23610 -1.33790
H -3.32400 -0.97530 -0.18780
H -4.72700 -0.25820 -2.26540
H -3.25140 -0.49880 -3.19590
H -3.54830 1.35670 -0.78170
H -3.61230 1.88230 -2.46090
H 1.37040 0.49050 -3.47150
H 1.93290 0.02890 -5.81020
H 0.21210 0.33230 -7.57370
H -2.03760 1.14610 -6.96020
H -2.57320 1.64040 -4.60920
H -2.39110 3.88310 -0.22850
H -2.70900 6.31090 -0.52010
H -1.77340 7.44920 -2.49960
H -0.53300 6.15200 -4.19430
H -0.21100 3.72970 -3.90130
H -2.35700 -2.91620 1.22400
H -1.93620 -4.79230 2.77010
H -0.39990 -6.60820 2.10680
H 0.72430 -6.51870 -0.08290
H 0.41790 -4.57680 -1.55650
H -0.32010 -2.11940 -4.59210
H -0.86670 -3.52370 -6.53670
H -2.53500 -5.33200 -6.32380
H -3.61880 -5.75150 -4.14900
H -3.04490 -4.36830 -2.19530
N 1.65470 -0.34690 -0.75820
C 2.59760 -0.46560 -1.45570
N 3.64710 -0.68830 -2.07460
C 4.01940 -0.58710 -3.30170
N 4.42550 -0.49470 -4.37680
I 2.22700 2.94490 0.69830
C 2.66850 1.31270 1.97970
C 3.86200 1.20250 2.66650
C 4.07500 0.03320 3.38450
C 3.10040 -0.95150 3.37010
C 1.92960 -0.72300 2.66780
N 1.71460 0.39780 1.98880
H 4.60010 1.98580 2.62070
H 4.99690 -0.11260 3.92750
H 3.24880 -1.88830 3.88320
H 1.14320 -1.46410 2.61950
*
```

Copy entry 6 word for word.
Density functional theory data (wB97M-V/def2-TZVPD) for a cluster of 2 separate species, C4H10O3 in total.

Results
energy relative to the best compared isomer or geometry (same formula, charge and spin): 21.4 kcal/mol
calculated total energy: -10452.31653 eV
SMILES string: CCC(=O)OC.O
Kohn-Sham gap: 11.06 eV
HOMO level: -10.287 eV
max |F|: 0.0862 hartree/bohr

Structure (ORCA input):
```
! RIJCOSX wB97M-V def2-TZVPD def2/J DEFGRID3
* xyz 0 1
C -0.32782 -0.70754 0.90204
C -0.15184 -0.95685 -0.61555
C 0.44630 0.27590 -1.29992
O 1.67997 0.52467 -1.25088
O -0.53728 1.05770 -1.89499
C -0.13898 2.20868 -2.60093
H 0.63691 -0.89004 1.40464
H -1.09205 -1.35707 1.36103
H -0.61612 0.34451 1.06536
H 0.42970 -1.89353 -0.71508
H -1.16031 -1.14079 -1.03341
H 0.47841 1.85830 -3.44513
H 0.45947 2.90897 -1.99425
H -1.01170 2.74953 -3.00399
O 0.53589 -1.78508 4.07256
H 0.62301 -1.99709 5.02949
H -0.25364 -1.20025 4.01896
*
```

Q: Among the records above, which one has the lowest max |F|?
A: C33H41N7PtS2Te

Copy entry 6 word for word.
Density functional theory data (wB97M-V/def2-TZVPD) for a cluster of 2 separate species, C4H10O3 in total.

Results
energy relative to the best compared isomer or geometry (same formula, charge and spin): 21.4 kcal/mol
calculated total energy: -10452.31653 eV
SMILES string: CCC(=O)OC.O
Kohn-Sham gap: 11.06 eV
HOMO level: -10.287 eV
max |F|: 0.0862 hartree/bohr

Structure (ORCA input):
```
! RIJCOSX wB97M-V def2-TZVPD def2/J DEFGRID3
* xyz 0 1
C -0.32782 -0.70754 0.90204
C -0.15184 -0.95685 -0.61555
C 0.44630 0.27590 -1.29992
O 1.67997 0.52467 -1.25088
O -0.53728 1.05770 -1.89499
C -0.13898 2.20868 -2.60093
H 0.63691 -0.89004 1.40464
H -1.09205 -1.35707 1.36103
H -0.61612 0.34451 1.06536
H 0.42970 -1.89353 -0.71508
H -1.16031 -1.14079 -1.03341
H 0.47841 1.85830 -3.44513
H 0.45947 2.90897 -1.99425
H -1.01170 2.74953 -3.00399
O 0.53589 -1.78508 4.07256
H 0.62301 -1.99709 5.02949
H -0.25364 -1.20025 4.01896
*
```

Q: max |F| of number 4 (C33H41N7PtS2Te)?
A: 0.0068 hartree/bohr